No. 1
A molecular structure, C36H41BrGeNO2Ru, computed with ωB97M-V/def2-TZVPD.

As for the spin multiplicity: 1. The value obtained for the energy is -172722.4722 eV. Its charge is -1. The calculation puts the molar mass at 773.31 g/mol. The lowest unoccupied orbital energy (alpha / beta) comes out at 0.09662 / 0.09662 hartree.

Each line ends with the Löwdin charge.
Element x y z (Å)
Ru1 0.88264 0.04504 0.27138  0.888
N1 -0.97078 -3.27034 -2.07396  0.140
C1 -0.42697 -2.08372 -1.65025  -0.561
O1 -1.05934 -1.32828 -0.93470  -0.007
C2 0.97402 -1.78732 -2.13452  -0.236
C3 1.37628 -0.37384 -1.74474  -0.340
H1 -1.80301 -3.57501 -1.59791  0.095
H2 -0.35866 -3.97159 -2.45347  0.085
H3 0.99053 -2.01094 -3.21388  0.106
H4 1.63188 -2.52693 -1.66378  0.082
H5 0.76253 0.32011 -2.34339  0.037
H6 2.41286 -0.17802 -2.03724  0.008
C4 0.51579 5.30397 6.27790  -0.075
C5 1.04150 5.35816 4.84397  -0.563
C6 0.48450 6.62456 4.17858  -0.057
C7 2.57302 5.45718 4.89710  -0.054
C8 0.64086 4.12558 4.03578  -0.193
C9 0.99805 4.02952 2.69454  -0.106
C10 0.65829 2.91408 1.96693  -0.567
Br1 1.14931 2.83618 0.13292  0.774
C11 -0.06448 1.81576 2.47413  -0.415
O2 -0.41147 0.80556 1.73656  -0.293
C12 -0.40621 1.90482 3.85344  -0.086
C13 -0.05526 3.04774 4.56776  -0.006
C14 -1.14342 0.80105 4.63502  -0.530
C15 -1.40458 -0.49714 3.86066  -0.067
C16 -0.30348 0.41468 5.86398  -0.057
C17 -2.50255 1.33954 5.10781  -0.055
H7 0.81271 6.20887 6.81352  0.079
H8 0.91819 4.44743 6.82197  0.082
H9 -0.57388 5.23915 6.30345  0.085
H10 0.75550 7.51293 4.75649  0.077
H11 -0.60346 6.57663 4.10571  0.088
H12 0.87935 6.74877 3.16994  0.073
H13 2.88742 6.34212 5.45846  0.077
H14 2.99532 5.52600 3.89403  0.076
H15 2.99892 4.57289 5.37426  0.088
H16 1.55026 4.82116 2.20362  0.094
H17 -0.34179 3.08927 5.61024  0.085
H18 -0.48728 -0.94088 3.47509  0.078
H19 -2.05515 -0.34304 3.00403  0.082
H20 -1.87868 -1.20486 4.54996  0.077
H21 0.66969 0.03366 5.54945  0.081
H22 -0.81260 -0.36860 6.43270  0.078
H23 -0.12831 1.25556 6.53636  0.068
H24 -3.11746 1.62034 4.25093  0.088
H25 -2.39215 2.21971 5.74442  0.071
H26 -3.03616 0.57286 5.67696  0.077
C18 2.21985 -0.77578 0.86521  -0.434
Ge1 3.94242 -1.70911 0.89814  0.904
C19 5.45015 -0.57420 0.36173  -0.271
C20 5.43235 0.03929 -0.89130  -0.112
C21 6.45299 0.89106 -1.28643  -0.094
C22 7.50960 1.15415 -0.42511  -0.108
C23 7.53413 0.56524 0.83063  -0.101
C24 6.51054 -0.28887 1.21862  -0.105
C25 3.87099 -3.28799 -0.26354  -0.284
C26 4.70259 -3.46109 -1.36688  -0.105
C27 4.58403 -4.57763 -2.18444  -0.100
C28 3.62654 -5.54306 -1.90817  -0.109
C29 2.79181 -5.38660 -0.80827  -0.103
C30 2.91516 -4.26887 0.00328  -0.120
C31 4.23378 -2.37133 2.72185  -0.287
C32 3.36736 -1.99869 3.74811  -0.100
C33 3.55359 -2.47349 5.04030  -0.092
C34 4.61090 -3.32534 5.32446  -0.108
C35 5.48117 -3.70642 4.31206  -0.105
C36 5.28797 -3.23324 3.02208  -0.123
H27 4.59861 -0.13212 -1.56447  0.087
H28 6.41693 1.36090 -2.26170  0.098
H29 8.30439 1.82523 -0.72747  0.093
H30 8.34815 0.77578 1.51393  0.095
H31 6.53952 -0.73458 2.20710  0.091
H32 5.45466 -2.71472 -1.59845  0.090
H33 5.24100 -4.69235 -3.03840  0.095
H34 3.53164 -6.41418 -2.54523  0.092
H35 2.04344 -6.13671 -0.58188  0.096
H36 2.25090 -4.15690 0.85360  0.106
H37 2.53588 -1.33482 3.53272  0.081
H38 2.86877 -2.17707 5.82525  0.095
H39 4.75569 -3.69512 6.33251  0.093
H40 6.30628 -4.37532 4.52704  0.094
H41 5.96764 -3.54880 2.23646  0.101



No. 2
A gas-phase ion, C4H8NO2 (charge -1) in a non-equilibrium geometry, computed with ωB97M-V/def2-TZVPD.

As for the spin multiplicity: 1. The value obtained for the energy is -9861.7852 eV. Its charge is -1. The calculation puts the molar mass at 102.11 g/mol. Its SMILES is CC(=O)NCC[O-]. The lowest unoccupied orbital energy comes out at 0.13546 hartree.

Each line ends with the Löwdin charge.
Element x y z (Å)
C1 1.74423 1.40429 -0.52044  -0.018
C2 0.56558 1.46861 0.47345  -0.522
N1 -0.18481 0.29976 0.67854  0.019
C3 0.02654 -0.98829 -0.08731  -0.188
C4 -1.33412 -1.69010 -0.33707  -0.591
O1 -1.11662 -2.69012 -1.14596  -0.374
O2 0.23135 2.40553 1.19696  -0.038
H1 1.39109 1.46864 -1.61755  0.112
H2 2.22730 0.47429 -0.46073  0.038
H3 2.47013 2.18330 -0.37835  0.058
H4 -1.10638 0.38873 1.24449  0.168
H5 0.37222 -0.72597 -1.07182  0.076
H6 0.89064 -1.55576 0.38901  0.120
H7 -1.81803 -2.06353 0.53940  0.058
H8 -2.06452 -1.15832 -0.97396  0.084



No. 3
A gas-phase ion, C5H11N6O4 (charge +1) in a non-equilibrium geometry, computed with ωB97M-V/def2-TZVPD.

As for the spin multiplicity: 1. The value obtained for the energy is -22476.0951 eV. Its charge is +1. The calculation puts the molar mass at 219.18 g/mol. The lowest unoccupied orbital energy (alpha / beta) comes out at -0.21266 / -0.21262 hartree.

Each line ends with the Löwdin charge.
Element x y z (Å)
C1 -0.36156 1.37640 -1.18865  -0.244
C2 -2.12208 0.49478 0.30711  -0.113
C3 -0.37509 -1.18920 1.25143  -0.133
C4 -0.47214 -0.97348 -1.21888  -0.126
C5 1.64258 -0.10709 0.39162  -0.010
N1 -1.26038 1.55484 -0.07729  -0.055
N2 0.68211 -0.31478 1.35136  0.067
N3 0.33461 0.15187 -1.30565  0.061
N4 2.47524 -1.23252 -0.21393  -0.297
N5 2.10512 1.33339 0.38518  -0.327
N6 -1.38478 -0.84999 0.13117  -0.026
O1 1.89988 -2.30951 -0.28857  0.075
O2 1.53017 2.09182 1.14955  0.100
O3 3.56318 -1.00524 -0.64483  0.183
O4 2.94771 1.57917 -0.42278  0.173
H1 -1.11501 1.40796 -2.13837  0.188
H2 0.11901 2.32275 -1.15755  0.118
H3 -2.55362 0.42277 1.41578  0.182
H4 -2.89832 0.57706 -0.46278  0.131
H5 0.05014 -2.25523 0.90152  0.177
H6 -1.00218 -1.05222 2.26060  0.192
H7 -1.30592 -1.07263 -1.94651  0.148
H8 -0.11381 -1.99271 -1.26711  0.119
H9 -1.02691 2.37509 0.47783  0.135
H10 0.57114 0.34969 2.05499  0.126
H11 -1.92906 -1.68299 0.25477  0.155



No. 4
A single C4H6N2Se molecule in a non-equilibrium geometry, computed with ωB97M-V/def2-TZVPD.

As for the spin multiplicity: 1. The value obtained for the energy is -72570.1140 eV. The calculation puts the molar mass at 161.07 g/mol. Its SMILES is C[Se]c1ncc[nH]1. The lowest unoccupied orbital energy comes out at 0.02287 hartree.

Each line ends with the Löwdin charge.
Element x y z (Å)
C1 -2.03609 -0.10126 0.06090  -0.149
C2 -2.09152 -1.44022 -0.02244  -0.184
C3 0.04869 -0.69925 0.03454  -0.685
C4 2.18823 1.16845 0.07075  -0.406
N1 -0.72988 0.32064 0.02734  0.014
N2 -0.85773 -1.91328 -0.01236  0.030
Se1 1.88112 -0.74728 -0.05910  0.955
H1 -2.72443 0.60954 0.03665  0.052
H2 -3.05350 -1.97914 0.00632  0.124
H3 2.74006 1.30997 1.16351  0.084
H4 2.81561 1.54721 -0.66932  -0.025
H5 1.13663 1.58262 0.00825  0.021
H6 -0.46354 -2.84459 -0.35030  0.169



No. 5
14 unconnected molecules or ions with the total composition C34H82Cl14NO14 in a non-equilibrium geometry, computed with ωB97M-V/def2-TZVPD.

As for the spin multiplicity: 1. The value obtained for the energy is -242045.9857 eV. Its charge is +1. The calculation puts the molar mass at 1225.37 g/mol. The lowest unoccupied orbital energy comes out at -0.06199 hartree.

Each line ends with the Löwdin charge.
Element x y z (Å)
C1 22.36254 12.48978 -20.05298  -0.089
C2 21.13263 11.64479 -20.52151  -0.221
C3 21.46286 10.15812 -20.84326  -0.160
C4 21.62776 9.22097 -19.64800  -0.076
N1 21.65798 7.72932 -20.07120  -0.243
C5 20.46876 7.23428 -20.87150  -0.071
C6 20.43176 5.71640 -20.55542  -0.155
C7 20.77886 5.63591 -19.12148  -0.160
C8 21.69036 6.85783 -18.82920  -0.087
C9 22.89431 7.49048 -20.93440  0.052
H1 22.91804 12.77508 -20.94807  0.056
H2 23.08128 11.94304 -19.44337  0.060
H3 21.90345 13.41661 -19.70986  0.073
H4 20.74644 12.22195 -21.36431  0.104
H5 20.23145 11.71974 -19.91047  0.051
H6 22.34718 10.10131 -21.48104  0.107
H7 20.65172 9.85527 -21.50846  0.100
H8 20.75984 9.22931 -18.98736  0.121
H9 22.52434 9.41436 -19.05988  0.137
H10 20.60987 7.43267 -21.93253  0.118
H11 19.62088 7.79038 -20.46854  0.118
H12 20.99560 5.03758 -21.19604  0.041
H13 19.43636 5.26832 -20.58592  0.111
H14 21.26847 4.67518 -18.95819  0.084
H15 19.93491 5.65085 -18.43302  0.080
H16 22.70898 6.68242 -18.48650  0.106
H17 21.19092 7.48009 -18.08731  0.087
H18 23.73517 8.05751 -20.53963  0.094
H19 22.61779 7.77784 -21.94714  0.105
H20 22.98709 6.40496 -20.92526  0.097
C10 15.81592 7.31127 -17.51156  -2.039
Cl1 15.69660 7.82635 -15.85368  0.575
Cl2 17.41459 6.79374 -17.97871  0.578
Cl3 14.63988 6.01874 -17.84126  0.546
Cl4 15.33016 8.68900 -18.50207  0.590
C11 16.47287 3.49708 -20.34263  -0.212
C12 16.00206 2.07226 -20.60256  -0.229
O1 14.73929 1.85674 -19.96919  -0.059
O2 15.89924 4.33628 -21.37110  -0.096
H21 17.51701 3.68124 -20.59863  0.108
H22 16.22725 3.82940 -19.33320  0.094
H23 16.72034 1.44433 -20.06856  0.103
H24 15.87083 1.83710 -21.65660  0.130
H25 15.00935 1.82579 -19.04703  0.081
H26 14.95734 4.49694 -21.26145  0.101
C13 19.61931 10.22250 -25.25519  -0.242
C14 19.71842 8.74943 -25.61878  -0.206
O3 19.43663 7.91166 -24.47823  -0.111
O4 18.30949 10.71858 -25.50515  -0.062
H27 20.35784 10.78858 -25.82695  0.115
H28 19.81564 10.45213 -24.20563  0.102
H29 20.60618 8.48401 -26.19334  0.116
H30 18.89684 8.60455 -26.32468  0.124
H31 19.67470 7.01528 -24.73238  -0.042
H32 18.18425 11.47703 -24.92993  0.083
C15 25.46786 14.45808 -19.05807  -0.239
C16 24.73821 15.81692 -18.67215  -0.195
O5 23.57262 16.08539 -19.45131  -0.087
O6 25.84870 14.32963 -20.39235  -0.090
H33 24.87234 13.57807 -18.80077  0.092
H34 26.39813 14.34697 -18.49369  0.114
H35 25.35262 16.71303 -18.76350  0.115
H36 24.28514 15.71235 -17.68662  0.113
H37 23.88979 16.20908 -20.35138  0.076
H38 26.29785 13.48571 -20.52591  0.013
C17 22.76804 14.46254 -24.42002  -0.269
C18 24.19707 14.02536 -24.09013  -0.233
O7 24.66561 13.01569 -24.96792  -0.062
O8 22.34223 15.56942 -23.66306  -0.060
H39 22.02780 13.66469 -24.53295  0.109
H40 22.65704 14.82604 -25.44726  0.117
H41 24.20772 13.66393 -23.05989  0.100
H42 24.77217 14.94809 -24.18115  0.129
H43 25.62371 13.01064 -24.90641  0.080
H44 21.44290 15.82341 -23.87900  0.089
C19 17.17718 7.72872 -22.54364  -0.245
C20 17.36891 9.19355 -22.13201  -0.153
O9 17.62385 9.06223 -20.68639  -0.177
O10 16.25165 7.04137 -21.72810  -0.080
H45 18.13540 7.21256 -22.53923  0.100
H46 16.64454 7.89084 -23.48478  0.126
H47 16.45055 9.77725 -22.20061  0.121
H48 18.20397 9.66485 -22.64596  0.094
H49 16.96294 8.44852 -20.34885  -0.033
H50 16.58505 6.13726 -21.76639  0.051
C21 19.56397 1.83294 -18.11698  -0.211
C22 20.74432 1.50713 -19.03374  -0.252
O11 21.69802 0.79829 -18.29934  -0.076
O12 19.70070 2.94404 -17.19509  -0.093
H51 19.37394 0.94624 -17.50888  0.122
H52 18.60036 1.95038 -18.61967  0.090
H53 21.14605 2.38998 -19.53764  0.093
H54 20.36262 0.88537 -19.84411  0.125
H55 22.19052 1.40289 -17.73280  -0.026
H56 19.08814 2.77808 -16.47463  0.083
C23 26.95547 11.55749 -21.65601  -0.171
C24 25.58753 10.84426 -21.47538  -0.241
O13 25.53338 9.73932 -20.61082  -0.063
O14 27.26530 12.12112 -20.37760  -0.084
H57 27.12985 12.22618 -22.49862  0.124
H58 27.74721 10.82543 -21.83194  0.123
H59 25.14436 10.53979 -22.42565  0.123
H60 24.79570 11.50935 -21.12141  0.090
H61 25.70114 10.10249 -19.73526  0.090
H62 27.85876 11.49589 -19.95568  0.112
Cl5 20.47042 5.14377 -25.68834  0.648
C25 21.26116 3.59278 -25.85850  -0.662
C26 21.09146 2.70698 -24.60433  -0.595
Cl6 21.78231 3.57686 -23.18396  0.553
H63 22.32858 3.72622 -26.03180  0.073
H64 20.85592 3.11261 -26.74835  0.079
H65 21.68409 1.80068 -24.71271  0.074
H66 20.02457 2.49762 -24.54330  0.077
Cl7 20.38257 11.02360 -14.32535  0.533
C27 20.71127 12.42719 -15.37852  -0.676
C28 21.71398 12.20177 -16.47859  -0.681
Cl8 23.32625 12.01095 -15.78732  0.554
H67 20.75174 13.31569 -14.75100  0.080
H68 19.77246 12.54902 -15.92288  0.011
H69 21.82680 13.04392 -17.15890  0.057
H70 21.37188 11.30172 -16.98900  0.058
Cl9 21.15586 7.26162 -15.16411  0.569
C29 22.24209 5.98531 -14.63034  -0.675
C30 23.65442 6.54797 -14.33322  -0.613
Cl10 24.32579 7.20369 -15.84650  0.529
H71 22.24922 5.25242 -15.43672  -0.009
H72 21.79968 5.45365 -13.78833  0.078
H73 24.33134 5.85102 -13.84366  0.080
H74 23.49423 7.42863 -13.71216  0.060
Cl11 18.67142 13.49544 -18.47564  0.561
C31 17.18118 13.01919 -17.56368  -0.587
C32 16.74719 11.60217 -17.94090  -0.673
Cl12 17.93613 10.41845 -17.42512  0.550
H75 16.51952 13.81144 -17.90720  0.066
H76 17.27984 12.93175 -16.48272  0.074
H77 16.50022 11.30481 -18.95819  0.053
H78 15.95898 11.35022 -17.23063  0.055
Cl13 25.38049 3.75102 -20.30920  0.556
C33 24.05637 3.74056 -19.07594  -0.662
C34 24.61272 3.35770 -17.74715  -0.595
Cl14 23.16060 3.11472 -16.73254  0.695
H79 23.36793 2.94445 -19.35552  0.048
H80 23.58360 4.71944 -19.11349  0.035
H81 25.33295 4.02304 -17.27151  0.079
H82 25.18153 2.42811 -17.76264  0.083



No. 6
A single CCl2N2 molecule in a non-equilibrium geometry, computed with ωB97M-V/def2-TZVPD.

As for the spin multiplicity: 1. The value obtained for the energy is -29058.5603 eV. The calculation puts the molar mass at 110.93 g/mol. Its SMILES is N#CN(Cl)Cl. The lowest unoccupied orbital energy comes out at -0.03982 hartree.

Each line ends with the Löwdin charge.
Element x y z (Å)
C1 -0.93664 -0.03054 -0.00304  -0.414
N1 -2.03631 -0.14625 0.27530  0.159
N2 0.45714 0.02605 -0.41609  -0.934
Cl1 1.16927 1.52918 0.08718  0.591
Cl2 1.34655 -1.37844 0.05665  0.599